A structure of composition C6H14N2O2 in a non-equilibrium geometry. Source: OMol25; level of theory: ωB97M-V/def2-TZVPD.

ORCA input file:
```
! wB97M-V def2-TZVPD RIJCOSX def2/J DEFGRID3
* xyz 0 1
O 0.66419 -0.72627 -0.48597
O -3.22892 2.56070 -0.11629
N 2.32583 -1.80024 0.59140
N -1.95165 0.73156 -0.27649
C -2.95377 -0.26266 0.19961
C -0.98229 2.62076 -1.21709
C -2.19975 1.99664 -0.47737
C 1.41263 -0.83040 0.59367
C 1.44451 0.37443 1.46720
C 2.53885 -2.86196 -0.28875
H 0.26514 0.63927 1.35325
H 2.38586 -3.91728 0.04357
H -1.08585 0.24725 -0.76467
H -0.32725 1.79210 -1.48827
H 1.96742 -2.67295 -1.26341
H -0.94712 3.30872 -2.01649
H 3.59451 -2.92360 -0.78922
H 1.83040 0.40168 2.41445
H -3.78847 0.25081 0.78521
H 1.81825 1.23671 0.92553
H 2.97042 -1.30061 1.22049
H -2.24684 -1.32662 0.85285
H -3.13692 -0.88421 -0.68913
H -0.36916 3.34617 -0.57406
*
```

Values from the calculation:
- LUMO energy (hartree) = 0.019
- relative energy (zero: lowest compared OMol25 entry of this formula, charge and spin) (kcal per mole) = 103.1
- HOMO level (eV) = -8.955

A cluster of 2 separate species, C3H5N3OS in total in a non-equilibrium geometry. Source: OMol25; level of theory: ωB97M-V/def2-TZVPD.

ORCA input file:
```
! wB97M-V def2-TZVPD RIJCOSX def2/J DEFGRID3
* xyz 0 1
S 3.04085 0.71559 -0.74159
O -2.06350 -0.61535 -0.75678
N 1.51527 -1.26260 0.08862
N -1.49518 2.00225 -0.08721
N -0.75624 -0.22975 -0.27546
C -0.64991 1.10398 0.35704
C 2.19937 -0.14353 0.57662
C 0.26107 -1.30053 -0.17241
H 2.30516 0.07626 1.67404
H -2.44969 -1.01034 -0.04578
H 0.29348 1.55503 1.08824
H -2.11495 1.32591 -1.17566
H -0.08574 -2.21691 -0.52968
*
```

Values from the calculation:
- LUMO energy (hartree) = -0.023
- relative energy (zero: lowest compared OMol25 entry of this formula, charge and spin) (kcal per mole) = 172.7
- HOMO level (eV) = -8.750

Which of these has the lowest relative energy (zero: lowest compared OMol25 entry of this formula, charge and spin)?
C6H14N2O2